# 1
A cluster of 2 separate species, C29H32NO in total at a distorted geometry, computed with the ωB97M-V functional and the def2-TZVPD basis.

CARTESIAN COORDINATES (ANGSTROEM)
1 C 2.79 -2.14 2.96
2 C 1.86 -3.12 2.19
3 C 0.50 -2.55 2.33
4 C 0.52 -1.35 3.02
5 N -0.53 -0.56 3.32
6 C -0.38 0.74 3.94
7 C -1.79 1.33 4.01
8 C -2.76 0.26 3.50
9 C -1.91 -0.92 3.02
10 C 1.93 -0.95 3.41
11 H 3.21 -2.65 3.84
12 H 3.64 -1.82 2.34
13 H 2.17 -3.23 1.14
14 H 1.92 -4.11 2.66
15 H -0.41 -3.13 2.21
16 H 0.07 0.65 4.94
17 H 0.30 1.37 3.35
18 H -2.02 1.63 5.04
19 H -1.83 2.22 3.38
20 H -3.45 -0.07 4.29
21 H -3.36 0.65 2.67
22 H -2.05 -1.06 1.94
23 H -2.21 -1.87 3.50
24 H 2.05 -0.78 4.49
25 H 2.26 -0.02 2.91
26 C -5.10 -6.54 1.25
27 C -3.97 -5.63 0.92
28 C -4.14 -4.24 1.06
29 C -3.10 -3.37 0.80
30 C -1.83 -3.87 0.38
31 C -0.79 -2.90 0.11
32 C 0.18 -3.05 -0.93
33 C 0.13 -4.08 -1.92
34 C 1.04 -4.12 -2.96
35 C 2.06 -3.15 -3.00
36 O 3.06 -3.18 -3.95
37 C 2.75 -3.39 -5.30
38 C 2.96 -2.31 -6.17
39 C 2.57 -2.44 -7.50
40 C 2.08 -3.66 -7.98
41 C 1.93 -4.74 -7.10
42 C 2.27 -4.62 -5.76
43 C 2.14 -2.13 -2.05
44 C 1.22 -2.09 -1.02
45 C -1.64 -5.27 0.33
46 C -2.71 -6.13 0.54
47 H -4.93 -7.53 0.81
48 H -5.26 -6.68 2.33
49 H -6.03 -6.12 0.85
50 H -5.10 -3.86 1.39
51 H -3.25 -2.29 0.88
52 H -0.98 -1.87 0.41
53 H -0.63 -4.86 -1.88
54 H 0.97 -4.89 -3.71
55 H 3.41 -1.40 -5.77
56 H 2.68 -1.58 -8.16
57 H 1.81 -3.76 -9.03
58 H 1.55 -5.70 -7.47
59 H 2.18 -5.46 -5.07
60 H 2.92 -1.39 -2.14
61 H 1.30 -1.32 -0.26
62 H -0.65 -5.68 0.13
63 H -2.59 -7.21 0.45

Values from the calculation:
ΔE to the lowest compared entry with this formula, charge and spin, kJ/mol: 97.6
HOMO-LUMO gap, eV: 5.42
Electronic energy, eV: -34122.150
Total charge: +1

---

# 2
A structure of composition C5H6ClNO at a distorted geometry, computed with the ωB97M-V functional and the def2-TZVPD basis.

CARTESIAN COORDINATES (ANGSTROEM)
1 C -0.27 -1.27 -0.09
2 C 0.34 -0.65 1.07
3 C 0.18 0.87 0.59
4 C -0.32 -0.04 -1.10
5 C 0.91 0.79 -0.72
6 H 0.49 -2.00 -0.65
7 H -0.47 -0.66 1.85
8 H 1.36 -0.96 1.65
9 H 0.37 1.61 1.44
10 H -0.95 1.96 -0.48
11 H -0.64 -0.17 -2.16
12 N -0.97 0.97 -0.33
13 O 1.81 1.47 -1.21
14 Cl -1.81 -1.92 0.16

Values from the calculation:
ΔE to the lowest compared entry with this formula, charge and spin, kJ/mol: 340.1
HOMO-LUMO gap, eV: 10.35
Electronic energy, eV: -21338.957

---

# 3
A cluster of 2 separate species, C9H14 in total at a distorted geometry, computed with the ωB97M-V functional and the def2-TZVPD basis.

CARTESIAN COORDINATES (ANGSTROEM)
1 C -0.16 -2.35 -0.07
2 C -0.54 -1.20 0.83
3 C -1.88 -0.99 1.13
4 C 0.42 -0.46 1.48
5 C -2.21 0.12 1.89
6 C 0.10 0.64 2.27
7 C -1.24 0.94 2.46
8 H -0.42 -2.14 -1.10
9 H -0.64 -3.28 0.25
10 H -2.71 -1.54 0.70
11 H 1.45 -0.81 1.55
12 H -3.24 0.33 2.13
13 H 0.84 1.25 2.76
14 H -1.63 1.81 2.98
15 H 0.91 -2.58 -0.09
16 C 1.93 0.81 -2.17
17 C 0.85 1.79 -2.67
18 H 2.03 0.01 -2.90
19 H 2.85 1.37 -1.99
20 H 1.70 0.43 -1.16
21 H 0.94 1.89 -3.74
22 H -0.13 1.30 -2.53
23 H 0.80 2.65 -2.03

Values from the calculation:
SMILES: Cc1ccccc1.CC
ΔE to the lowest compared entry with this formula, charge and spin, kJ/mol: 45.6
HOMO-LUMO gap, eV: 10.10
Electronic energy, eV: -9559.709

---

# 4
A cluster of 2 separate species, C5H12O2 in total at a distorted geometry, computed with the ωB97M-V functional and the def2-TZVPD basis.

CARTESIAN COORDINATES (ANGSTROEM)
1 C 2.34 0.93 -1.35
2 C 1.79 0.79 0.07
3 C -1.36 -0.70 1.75
4 O -2.59 -1.05 1.09
5 C -0.49 0.31 1.05
6 C 0.50 0.08 0.17
7 H 3.23 1.55 -1.36
8 H 2.56 -0.05 -1.76
9 H 1.60 1.42 -1.98
10 H 2.58 0.49 0.75
11 H 1.55 1.81 0.41
12 H -0.86 -1.66 1.82
13 H -1.49 -0.31 2.76
14 H -3.18 -0.35 1.39
15 H -0.51 1.30 1.52
16 H 0.20 -0.76 -0.47
17 H -2.05 -1.05 -1.22
18 H -1.72 -1.80 -2.45
19 O -2.10 -0.95 -2.19

Values from the calculation:
SMILES: CC/C=C/CO.O
ΔE to the lowest compared entry with this formula, charge and spin, kJ/mol: 212.2
HOMO-LUMO gap, eV: 9.86
Electronic energy, eV: -9472.936

---

# 5
A cluster of 2 separate species, C7H18 in total at a distorted geometry, computed with the ωB97M-V functional and the def2-TZVPD basis.

CARTESIAN COORDINATES (ANGSTROEM)
1 C 2.19 1.37 0.58
2 C 1.85 -0.12 0.76
3 C 1.72 2.12 1.85
4 H 3.20 1.65 0.28
5 H 1.46 1.71 -0.17
6 H 0.82 -0.24 1.09
7 H 2.49 2.29 2.61
8 H 2.53 -0.51 1.52
9 H 1.90 -0.73 -0.14
10 H 1.29 3.08 1.59
11 H 0.94 1.57 2.37
12 C -1.25 -0.69 -0.79
13 C -0.78 -1.94 -0.08
14 C -1.27 -0.80 -2.35
15 C -2.52 -0.05 -0.25
16 H -0.47 0.09 -0.74
17 H -1.53 -2.74 0.08
18 H -1.93 -1.59 -2.69
19 H -1.58 0.14 -2.79
20 H -0.25 -1.00 -2.68
21 H -2.67 -0.31 0.79
22 H -2.40 1.03 -0.20
23 H -3.40 -0.20 -0.88
24 H -0.36 -1.73 0.90
25 H 0.03 -2.40 -0.66

Values from the calculation:
SMILES: CC(C)C.CCC
ΔE to the lowest compared entry with this formula, charge and spin, kJ/mol: 63.7
HOMO-LUMO gap, eV: 11.73
Electronic energy, eV: -7550.457

---

# 6
An isolated molecule of C5H4O at a distorted geometry, computed with the ωB97M-V functional and the def2-TZVPD basis.

CARTESIAN COORDINATES (ANGSTROEM)
1 C 1.24 0.00 -0.24
2 C 0.34 -1.12 -0.16
3 C -1.00 -0.85 0.02
4 C -0.92 0.72 -0.08
5 C 0.27 1.17 -0.10
6 H 0.91 -2.12 0.01
7 H -1.91 -1.49 0.17
8 H -1.82 1.46 0.32
9 H 0.42 2.24 -0.05
10 O 2.47 -0.01 0.11

Values from the calculation:
SMILES: O=C1C=CC=C1
ΔE to the lowest compared entry with this formula, charge and spin, kJ/mol: 169.4
HOMO-LUMO gap, eV: 8.45
Electronic energy, eV: -7293.953